Below is C4H36N2O14S as an isolated structure in a non-equilibrium geometry, with properties calculated with ωB97M-V/def2-TZVPD.

Each line ends with the Mulliken charge.
CARTESIAN COORDINATES (ANGSTROEM)
C (-0.638, 1.750, 0.291)  0.0930
N (-1.610, 2.176, -0.728)  -0.5348
C (0.601, 1.085, -0.357)  0.6277
C (0.102, -0.160, -1.108)  0.2453
S (-0.052, -0.256, -2.956)  -0.6721
N (1.366, 0.676, 0.861)  0.3787
C (2.785, 0.656, 0.835)  -0.6060
O (3.402, -0.662, 0.740)  -0.7163
H (-1.053, 1.137, 1.088)  -0.4802
H (-0.358, 2.682, 0.784)  -0.0809
H (-1.615, 1.452, -1.440)  0.2205
H (-1.279, 3.047, -1.108)  0.3171
H (1.111, 1.800, -1.001)  0.2632
H (-0.826, -0.572, -0.694)  -0.6025
H (0.731, -0.999, -0.793)  0.0566
H (1.016, -0.181, 1.261)  -0.0866
H (3.244, 1.196, 0.019)  0.4453
H (3.232, 1.014, 1.770)  0.2402
H (-0.236, 0.888, 3.088)  0.2683
H (-1.161, 0.949, 4.280)  0.3732
O (-0.783, 1.503, 3.593)  -0.6793
H (-1.632, 2.105, -3.718)  0.3106
H (-0.395, 2.594, -3.296)  0.3347
O (-1.260, 2.983, -3.511)  -0.6886
H (3.417, -1.358, -0.860)  0.4427
H (3.886, -1.202, -2.363)  0.3153
O (3.688, -1.832, -1.679)  -0.6980
H (-2.486, -2.455, -1.304)  0.3698
H (-2.231, -1.845, 0.025)  0.3040
O (-2.995, -2.153, -0.546)  -0.8011
H (2.924, -1.255, 1.347)  0.3580
H (2.051, -2.757, 0.854)  0.2752
O (1.479, -2.424, 1.560)  -0.8686
H (-3.520, -0.076, 1.330)  0.2725
H (-3.193, 1.407, 1.537)  0.3687
O (-3.848, 0.754, 1.706)  -0.6941
H (-1.375, -2.940, 1.027)  0.1423
H (0.431, -2.382, 1.131)  0.2534
O (-0.792, -2.184, 0.904)  -0.9288
H (2.457, 0.290, -3.230)  0.2431
H (3.033, 1.362, -2.304)  0.3121
O (3.098, 1.017, -3.197)  -0.6844
H (0.217, -3.006, -3.220)  0.3153
H (-1.164, -2.871, -4.008)  0.2860
O (-0.369, -3.382, -3.881)  -0.6408
H (1.824, -1.545, 3.200)  0.3563
H (0.423, -0.812, 3.828)  0.3188
O (1.371, -0.832, 3.677)  -0.6929
H (-4.231, -0.893, -2.656)  0.2625
H (-4.079, -0.931, -1.142)  0.4736
O (-4.537, -0.420, -1.867)  -0.6725
H (-1.113, -1.550, 2.462)  0.5345
H (-2.147, -0.475, 3.035)  0.3184
O (-1.454, -1.077, 3.270)  -0.8209
H (1.007, 4.117, 1.535)  0.3108
H (1.689, 2.972, 0.810)  0.4024
O (1.849, 3.877, 1.123)  -0.7606

## Properties
Molar mass = 368.4 g mol⁻¹
Net charge = -2
E = -47214.4665 eV
Multiplicity = 1
LUMO energy = 0.1804 Eh
ΔE to the lowest compared entry with this formula, charge and spin = 0.000 eV

---

Below is a 14-piece molecular cluster, C4H36NO14 overall in a non-equilibrium geometry, with properties calculated with ωB97M-V/def2-TZVPD.

Each line ends with the Mulliken charge.
CARTESIAN COORDINATES (ANGSTROEM)
O (0.292, 1.344, -2.679)  -0.5286
C (0.385, 0.436, -1.884)  -0.8200
C (-0.563, 0.363, -0.638)  0.6409
C (-1.805, -0.415, -1.013)  -0.3331
C (-1.649, -1.821, -1.460)  -1.2528
N (-0.930, 1.762, -0.268)  0.0052
H (1.153, -0.344, -2.009)  1.1405
H (-0.143, -0.091, 0.245)  0.2378
H (-2.295, 0.012, -1.893)  0.1855
H (-2.549, -0.290, -0.165)  0.2645
H (-1.129, -2.525, -0.800)  0.2498
H (-2.547, -2.466, -1.477)  0.3903
H (-1.142, -1.894, -2.420)  0.1826
H (-1.306, 2.174, -1.165)  0.3924
H (-0.119, 2.371, -0.139)  0.3413
H (-1.533, 1.856, 0.577)  0.3925
H (1.511, 3.539, -1.407)  0.2535
H (2.239, 2.576, -0.493)  0.2665
O (1.337, 2.943, -0.673)  -0.6108
H (0.832, 1.321, 4.560)  0.2807
H (2.239, 0.580, 4.642)  0.3167
O (1.264, 0.517, 4.817)  -0.6723
H (2.912, 0.147, 0.570)  0.3175
H (3.977, 0.787, -0.401)  0.2579
O (3.080, 0.869, -0.097)  -0.5726
H (-2.729, 1.598, -3.710)  0.3082
H (-1.501, 2.391, -3.457)  0.2930
O (-2.267, 2.067, -2.995)  -0.6582
H (-1.259, -0.343, -4.109)  0.2913
H (-2.506, -1.195, -4.379)  0.3223
O (-2.205, -0.292, -4.265)  -0.6463
H (-1.717, -0.890, 3.642)  0.4558
H (-2.089, 0.315, 4.687)  0.2646
O (-2.407, -0.296, 4.030)  -0.7072
H (0.502, -2.411, -4.413)  0.2805
H (1.055, -1.044, -4.590)  0.2722
O (0.210, -1.490, -4.345)  -0.5937
H (3.539, -1.713, 1.540)  0.2773
H (2.048, -2.002, 1.377)  0.3372
O (2.709, -1.286, 1.253)  -0.6268
H (-3.724, 1.210, 1.592)  0.2962
H (-2.677, 0.418, 2.433)  0.3073
O (-2.790, 1.171, 1.837)  -0.6404
H (3.518, -1.091, -2.050)  0.3517
H (2.363, -0.732, -1.136)  0.1657
O (2.593, -0.874, -2.050)  -0.6197
H (0.457, -3.981, 1.929)  0.3316
H (0.507, -2.563, 2.415)  0.3347
O (1.055, -3.226, 2.007)  -0.7055
H (1.803, 1.731, 1.588)  0.2493
H (0.900, 2.725, 2.344)  0.2737
O (0.905, 1.860, 1.922)  -0.5326
H (-0.284, -1.587, 4.804)  0.3275
H (0.618, -0.799, 3.889)  0.4400
O (-0.138, -1.423, 3.880)  -0.7756

## Properties
Molar mass = 322.3 g mol⁻¹
Net charge = +1
E = -34881.6351 eV
Multiplicity = 1
LUMO energy = -0.0978 Eh
ΔE to the lowest compared entry with this formula, charge and spin = 2.471 eV

---

Below is a 15-piece molecular cluster, C4H36NO15S overall in a non-equilibrium geometry, with properties calculated with ωB97M-V/def2-TZVPD.

Each line ends with the Mulliken charge.
CARTESIAN COORDINATES (ANGSTROEM)
O (-2.407, 2.646, -0.450)  -0.6554
C (-2.386, 1.602, 0.052)  0.7883
N (-1.213, 0.975, 0.573)  1.0738
C (-1.062, -0.381, 1.106)  0.9248
C (0.142, -0.241, 2.027)  0.2662
S (0.479, -1.998, 2.535)  -0.5008
C (-3.591, 0.661, 0.368)  -1.4157
H (-0.352, 1.594, 0.594)  -0.1210
H (-2.119, -0.554, 1.623)  0.3037
H (-1.024, -1.062, 0.155)  -0.7632
H (1.125, 0.408, 1.737)  -1.0147
H (-0.096, 0.154, 3.012)  0.1649
H (-4.169, 1.023, 1.231)  0.3625
H (-3.487, -0.431, 0.795)  0.2287
H (-4.307, 0.655, -0.375)  0.4595
H (1.797, -2.278, 1.084)  0.1851
H (3.015, -3.060, 0.293)  0.2402
O (2.381, -2.411, 0.068)  -0.9234
H (-0.417, -4.138, -0.574)  0.3675
H (-0.254, -3.757, 0.969)  0.2874
O (-0.344, -4.558, 0.337)  -0.7759
H (1.932, 2.521, -0.108)  0.3483
H (1.884, 3.212, 1.260)  0.1970
O (1.945, 2.375, 0.848)  -0.5672
H (3.178, 0.752, -0.240)  0.3356
H (2.869, -0.850, -0.223)  0.4022
O (2.993, 0.015, -0.817)  -0.7296
H (-1.255, 0.843, 3.539)  0.3845
H (-0.972, 2.473, 3.277)  0.2880
O (-1.394, 1.813, 3.781)  -0.6366
H (-0.478, -2.274, -1.875)  0.4026
H (-2.055, -2.059, -1.879)  0.3692
O (-1.257, -1.714, -2.183)  -0.5687
H (-2.083, -3.746, -0.023)  0.4700
H (-1.546, -2.254, 0.111)  -0.5562
O (-2.431, -2.816, 0.192)  -0.5977
H (-0.668, 2.003, -3.221)  0.3192
H (-0.833, 2.396, -1.739)  0.3559
O (-0.528, 2.738, -2.680)  -0.7951
H (0.783, -0.018, -1.280)  -0.0812
H (-0.705, -0.130, -2.005)  0.2999
O (0.242, 0.398, -2.011)  0.0136
H (1.032, 2.712, -2.116)  0.3954
H (2.246, 1.702, -1.935)  0.1858
O (1.880, 2.484, -1.752)  -0.8437
H (-0.723, 3.906, -0.212)  0.3392
H (0.732, 4.524, -0.314)  0.3083
O (0.086, 4.254, 0.352)  -0.6665
H (2.773, 0.126, 2.855)  0.3543
H (2.454, 1.355, 2.103)  0.4600
O (2.602, 1.020, 2.963)  -0.6900
H (0.964, -3.699, -2.571)  0.2019
H (1.458, -3.290, -1.018)  0.4613
O (0.745, -3.523, -1.715)  -0.6549
H (0.755, -0.019, -3.691)  0.4164
H (-0.018, -1.224, -4.362)  0.2676
O (0.584, -0.497, -4.529)  -0.6716

## Properties
Molar mass = 370.4 g mol⁻¹
Net charge = -1
E = -47769.8159 eV
Multiplicity = 1
LUMO energy = 0.0908 Eh
ΔE to the lowest compared entry with this formula, charge and spin = 6.889 eV